Entry from the OMol25 dataset: a cluster of 4 separate species, C34H57ClF5N2O15Si in total at a distorted geometry (ωB97M-V/def2-TZVPD).

Structure (XYZ):
```
115
Properties=species:S:1:pos:R:3:mulliken_charge:R:1
C -4.152 -1.091 4.782 -1.008
C -2.974 -2.013 5.385 0.359
O -3.215 -2.835 6.289 -0.512
N -1.644 -1.836 4.772 0.468
C -1.213 -3.043 3.996 -0.802
C -0.614 -1.367 5.753 -0.903
C -0.084 0.067 5.201 0.273
C 1.018 -0.262 4.092 0.215
C 1.986 0.887 3.622 -1.658
C 1.524 2.209 2.913 2.086
C 0.537 3.002 3.944 -1.067
O 0.292 4.377 3.598 -0.101
O 0.750 5.243 4.552 -0.443
C 2.886 3.120 2.942 -1.264
O 3.734 2.543 1.925 -0.427
C 3.224 3.141 0.675 -0.163
C 4.151 2.564 -0.476 -1.549
C 4.612 3.677 -1.574 -0.310
C 5.193 2.919 -2.857 -1.203
C 4.173 2.775 -4.070 0.913
F 2.972 3.507 -3.934 -0.236
F 4.820 3.299 -5.239 -0.326
C 3.783 1.259 -4.442 0.512
F 3.465 1.259 -5.830 -0.255
F 4.892 0.380 -4.331 -0.264
F 2.676 0.799 -3.712 -0.141
C 1.636 3.032 0.493 1.018
C 1.090 4.578 0.544 -1.269
C 1.276 2.674 -1.041 -0.992
C -0.254 3.070 -1.458 -0.289
O -0.738 2.139 -2.444 -0.344
Si -2.380 1.644 -2.169 0.751
C -3.149 1.277 -3.907 -0.668
C -3.500 2.963 -1.353 -0.992
C -2.525 -0.034 -1.203 -0.834
N 0.923 2.178 1.530 -0.376
C 0.382 0.870 1.060 0.628
C 1.417 -0.229 0.604 0.432
O 2.636 -0.130 0.487 -0.435
Cl 0.688 -1.861 0.136 -0.167
H -4.171 -1.151 3.632 0.239
H -5.185 -1.446 5.136 0.348
H -4.031 0.008 5.055 0.235
H -1.191 -2.728 2.885 0.198
H -2.075 -3.805 4.060 0.369
H -0.228 -3.494 4.341 0.233
H -1.163 -1.240 6.758 0.344
H 0.239 -2.096 5.930 0.102
H 0.295 0.743 6.041 0.234
H -0.998 0.517 4.661 -0.042
H 0.491 -0.865 3.259 -0.273
H 1.695 -1.060 4.586 0.037
H 2.565 1.182 4.577 0.566
H 2.802 0.392 2.970 0.342
H 1.044 2.963 4.960 0.513
H -0.485 2.467 3.938 0.145
H 1.605 5.586 4.190 0.366
H 3.453 2.995 3.936 0.391
H 2.696 4.233 2.850 0.324
H 3.508 4.257 0.778 0.470
H 5.142 2.248 0.025 0.541
H 3.780 1.645 -1.024 0.273
H 5.492 4.268 -1.123 0.421
H 3.790 4.432 -1.790 0.376
H 5.619 1.909 -2.507 0.348
H 6.095 3.505 -3.261 0.394
H -0.024 4.651 0.751 0.242
H 1.629 5.222 1.302 0.340
H 1.293 5.079 -0.474 0.450
H 1.890 3.402 -1.690 0.438
H 1.575 1.634 -1.374 0.147
H -0.860 2.948 -0.478 -0.056
H -0.298 4.162 -1.809 0.147
H -4.285 1.216 -3.711 0.228
H -2.877 2.066 -4.679 0.336
H -2.827 0.225 -4.184 -0.122
H -4.193 3.484 -2.087 0.350
H -2.908 3.739 -0.740 0.247
H -4.156 2.413 -0.578 0.300
H -3.464 -0.602 -1.499 0.406
H -2.473 0.243 -0.095 0.192
H -1.576 -0.649 -1.419 0.118
H 0.040 2.728 1.664 0.974
H -0.380 0.943 0.193 -0.743
H -0.333 0.528 1.904 0.782
C -1.740 -2.955 -6.737 -0.327
C -2.395 -4.081 -5.996 0.130
O -3.188 -3.410 -5.025 -0.329
C -3.432 -2.159 -5.504 0.720
O -4.207 -1.388 -5.014 -0.555
O -2.685 -1.899 -6.609 -0.329
H -1.562 -3.194 -7.786 0.324
H -0.798 -2.644 -6.278 0.242
H -3.051 -4.678 -6.637 -0.187
H -1.672 -4.742 -5.518 0.319
C -6.256 -6.375 -7.320 -0.252
C -6.657 -5.744 -8.619 -0.351
O -5.407 -5.427 -9.220 -0.315
C -4.478 -6.261 -8.679 0.698
O -3.357 -6.374 -9.081 -0.534
O -4.989 -6.949 -7.621 -0.315
H -6.960 -7.140 -6.993 0.298
H -6.130 -5.641 -6.519 0.228
H -7.198 -6.435 -9.272 0.272
H -7.259 -4.846 -8.478 0.296
C 4.384 -3.181 6.143 -0.299
C 3.718 -4.299 6.887 -0.375
O 2.951 -3.617 7.871 -0.321
C 2.723 -2.361 7.404 0.694
O 1.970 -1.579 7.908 -0.517
O 3.461 -2.107 6.287 -0.272
H 4.545 -3.417 5.091 0.305
H 5.338 -2.889 6.592 0.255
H 3.043 -4.880 6.253 0.262
H 4.435 -4.975 7.354 0.311
```

Calculated values
- Net charge: +1
- LUMO level: -2.92 eV
- HOMO-LUMO gap: 8.16 eV

---

Entry from the OMol25 dataset: a cluster of 2 separate species, C2HCl2O3 in total at a distorted geometry (ωB97M-V/def2-TZVPD).

Structure (XYZ):
```
8
Properties=species:S:1:pos:R:3:mulliken_charge:R:1
C 0.438 0.853 -1.538 0.802
C -0.324 -0.393 0.864 0.190
O -0.067 1.850 -1.833 -0.436
O 1.085 -0.123 -1.596 -0.479
O -0.449 0.692 0.313 -0.603
Cl 1.164 -0.713 2.039 -0.368
Cl -1.775 -1.005 1.713 -0.273
H -0.071 -1.162 0.038 0.167
```

Calculated values
- Net charge: -1
- LUMO level: 3.69 eV
- HOMO-LUMO gap: 8.66 eV
- Relative energy (zero: lowest compared OMol25 entry of this formula, charge and spin): 0.427 eV

---

Entry from the OMol25 dataset: a structure of composition C39H98CrN5O14 at a distorted geometry (ωB97M-V/def2-TZVPD).

Structure (XYZ):
```
157
Properties=species:S:1:pos:R:3:mulliken_spin:R:1
Cr 4.859 -3.214 1.063 4.104
C 1.473 -1.739 -0.418 -0.003
C 2.597 -2.452 0.241 -0.047
O 2.822 -3.672 0.069 0.014
O 3.374 -1.806 1.045 -0.050
H 1.408 -1.985 -1.478 -0.002
H 1.681 -0.674 -0.330 0.004
H 0.530 -1.981 0.062 0.003
C -0.365 -0.202 -4.066 0.000
C 0.409 -0.313 -5.388 0.000
C 1.829 0.170 -5.223 0.000
O 0.448 -1.667 -5.799 0.000
H -1.347 -0.673 -4.152 0.000
H -0.581 0.842 -3.806 0.000
H 0.216 -0.660 -3.260 0.000
H -0.117 0.305 -6.130 0.000
H 1.827 1.147 -4.730 0.000
H 2.366 0.253 -6.165 0.000
H 2.386 -0.493 -4.551 0.000
H -0.467 -1.941 -6.037 0.000
C -2.743 -2.678 0.914 0.000
C -3.607 -2.850 2.126 0.000
C -4.263 -1.522 2.509 0.000
O -4.597 -3.811 1.780 0.000
H -2.475 -3.633 0.455 0.000
H -1.836 -2.103 1.100 0.000
H -3.252 -2.116 0.124 0.000
H -3.024 -3.206 2.986 0.000
H -3.513 -0.788 2.814 0.000
H -4.929 -1.640 3.371 0.000
H -4.858 -1.159 1.672 0.000
H -5.350 -3.702 2.369 0.000
C 1.779 -4.546 -3.256 0.000
C 0.889 -5.350 -2.330 0.002
C 0.251 -6.495 -3.063 0.000
O 1.630 -5.899 -1.244 0.000
H 2.562 -5.202 -3.645 0.000
H 2.272 -3.714 -2.744 0.000
H 1.216 -4.148 -4.101 0.000
H 0.094 -4.702 -1.921 -0.002
H -0.255 -6.168 -3.969 0.000
H -0.442 -7.060 -2.436 0.000
H 1.016 -7.223 -3.347 0.000
H 2.104 -5.186 -0.799 0.005
C 4.571 -1.827 4.081 0.073
C 4.869 -3.322 4.076 -0.071
C 4.421 -4.016 5.352 0.006
O 3.019 -4.117 5.274 0.004
C 2.434 -4.714 6.411 0.000
N 4.186 -3.959 2.896 -0.045
H 4.979 -1.327 3.199 -0.033
H 4.966 -1.352 4.976 0.003
H 3.493 -1.651 4.068 0.002
H 5.950 -3.466 3.967 -0.011
H 4.742 -3.467 6.243 0.000
H 4.875 -5.020 5.406 -0.001
H 2.732 -4.188 7.327 0.000
H 2.718 -5.765 6.517 0.000
H 1.356 -4.623 6.307 0.000
H 3.191 -3.942 3.152 0.030
H 4.392 -4.965 2.922 0.013
C -1.105 0.694 -0.429 0.000
O -2.048 1.643 0.009 0.000
C -1.503 2.513 0.972 0.000
C -2.580 3.461 1.430 0.000
N -2.049 4.406 2.397 0.000
C -2.966 5.466 2.748 0.000
C -2.536 6.210 3.997 0.000
O -3.515 7.179 4.254 0.000
C -3.130 8.095 5.256 0.000
H -1.654 0.035 -1.103 0.000
H -0.728 0.126 0.430 -0.001
H -0.298 1.154 -1.012 0.000
H -0.690 3.104 0.497 0.000
H -1.039 1.963 1.801 0.000
H -3.373 2.875 1.911 0.000
H -3.059 3.934 0.560 0.000
H -1.149 4.754 2.093 0.000
H -3.970 5.071 2.908 0.000
H -3.059 6.222 1.948 0.000
H -1.545 6.669 3.838 0.000
H -2.448 5.522 4.850 0.000
H -4.003 8.704 5.473 0.000
H -2.338 8.757 4.879 0.000
H -2.758 7.591 6.153 0.000
C -2.063 4.984 -1.867 0.000
O -0.849 5.351 -2.472 0.000
C -0.620 6.733 -2.391 0.000
C 0.643 7.119 -3.147 0.000
N 1.923 6.821 -2.477 0.000
C 2.115 5.400 -2.161 0.000
C 2.090 4.528 -3.401 0.000
O 2.528 3.193 -3.181 0.000
C 1.769 2.516 -2.216 0.000
H -2.124 5.402 -0.851 0.000
H -2.055 3.900 -1.743 0.000
H -2.918 5.315 -2.461 0.000
H -0.571 7.079 -1.342 0.000
H -1.469 7.278 -2.839 0.000
H 0.634 8.198 -3.304 0.000
H 0.589 6.619 -4.115 0.000
H 1.863 7.286 -1.575 0.000
H 1.470 5.037 -1.350 0.000
H 3.126 5.283 -1.738 0.000
H 2.767 4.967 -4.136 0.000
H 1.096 4.492 -3.867 0.000
H 0.716 2.514 -2.540 0.000
H 1.840 2.992 -1.233 0.000
H 2.103 1.481 -2.141 0.000
C -3.100 0.969 -8.781 0.000
O -3.195 -0.344 -8.273 0.000
C -2.172 -1.174 -8.742 0.000
C -2.375 -2.521 -8.130 0.000
N -2.153 -2.432 -6.680 0.000
C -2.410 -3.721 -5.998 0.000
C -1.954 -3.677 -4.593 0.000
O -2.851 -2.813 -3.906 0.000
C -2.735 -2.825 -2.514 0.000
H -3.749 1.623 -8.209 0.000
H -3.393 1.007 -9.842 0.000
H -2.062 1.327 -8.757 0.000
H -1.184 -0.791 -8.447 0.000
H -2.199 -1.279 -9.838 0.000
H -1.693 -3.260 -8.548 0.000
H -3.414 -2.821 -8.332 0.000
H -2.831 -1.754 -6.337 0.000
H -1.826 -4.458 -6.561 0.000
H -3.464 -4.011 -6.072 0.000
H -0.935 -3.294 -4.459 0.000
H -1.997 -4.679 -4.141 0.000
H -3.464 -2.107 -2.143 0.000
H -1.717 -2.590 -2.166 0.000
H -3.019 -3.801 -2.089 0.000
C 1.532 -2.457 9.330 0.000
O 1.846 -1.340 8.535 0.000
C 2.204 -1.701 7.224 0.000
C 2.214 -0.457 6.325 0.000
N 1.118 0.417 6.659 0.000
C 1.023 1.656 5.927 0.000
C 0.790 1.469 4.447 0.000
O 2.022 1.165 3.812 0.000
C 1.866 0.794 2.467 0.001
H 0.748 -3.058 8.850 0.000
H 1.176 -2.100 10.291 0.000
H 2.416 -3.093 9.477 0.000
H 1.473 -2.421 6.825 0.000
H 3.201 -2.168 7.234 0.000
H 2.061 -0.812 5.302 0.001
H 3.214 0.014 6.357 0.000
H 1.017 0.545 7.654 0.000
H 1.885 2.337 6.039 0.000
H 0.172 2.219 6.321 0.000
H 0.377 2.402 4.029 0.000
H 0.058 0.675 4.244 0.000
H 1.047 0.067 2.388 -0.001
H 2.811 0.340 2.184 0.001
H 1.655 1.669 1.841 0.000
```

Calculated values
- Net charge: +1
- LUMO level (spin up / spin down): -5.19 / -5.06 eV
- 2S+1: 5
- HOMO-LUMO gap (spin up / spin down): 5.15 / 5.28 eV

---

Entry from the OMol25 dataset: a structure of composition C44H46FeN10O3 at a distorted geometry (ωB97M-V/def2-TZVPD).

Structure (XYZ):
```
104
Properties=species:S:1:pos:R:3:mulliken_spin:R:1
Fe 0.814 -0.217 -1.305 3.725
O -0.188 -7.133 -0.882 0.854
C 0.884 -6.566 -0.630 0.036
O 1.916 -6.923 -0.033 0.066
C 0.914 -5.084 -1.048 0.030
C 2.077 -4.334 -0.920 0.004
C 2.034 -2.983 -1.173 0.010
N 0.915 -2.363 -1.552 0.009
C -0.181 -3.091 -1.773 -0.027
C -0.220 -4.449 -1.531 0.020
C -1.313 -2.295 -2.290 0.035
C -2.556 -2.825 -2.596 0.001
C -3.537 -1.975 -3.077 -0.006
C -3.245 -0.629 -3.248 0.005
C -1.982 -0.184 -2.910 -0.015
N -1.039 -1.000 -2.431 0.021
C 3.191 -2.075 -1.037 0.012
C 4.437 -2.490 -0.598 -0.011
C 5.463 -1.565 -0.524 0.004
C 5.223 -0.258 -0.913 -0.003
C 3.947 0.082 -1.316 0.015
N 2.940 -0.801 -1.356 0.019
H 2.966 -4.859 -0.591 0.003
H -1.101 -5.063 -1.678 -0.019
H -2.755 -3.879 -2.461 -0.001
H -4.520 -2.362 -3.316 0.000
H -3.978 0.064 -3.637 0.000
H -1.699 0.854 -3.027 0.004
H 4.606 -3.524 -0.331 0.000
H 6.443 -1.867 -0.179 0.000
H 6.005 0.489 -0.906 0.000
H 3.710 1.083 -1.632 0.006
C -3.280 4.126 2.208 0.000
C -3.658 4.359 0.769 0.000
C -4.511 5.397 0.411 0.000
C -4.860 5.631 -0.911 0.000
C -4.369 4.800 -1.906 0.000
C -3.534 3.743 -1.573 -0.001
C -3.167 3.536 -0.248 0.001
N -2.330 2.444 0.132 0.001
C -1.235 1.963 -0.516 0.055
N -0.724 2.795 -1.451 -0.019
C 0.198 2.523 -2.480 -0.090
C 0.694 1.252 -2.692 0.265
C 1.536 1.004 -3.775 -0.084
C 1.889 2.041 -4.633 0.009
C 1.399 3.316 -4.388 0.000
C 0.552 3.586 -3.318 0.003
C 0.033 4.979 -3.061 0.003
N -0.702 0.808 -0.194 -0.002
C -1.371 0.111 0.879 0.043
C -2.223 -0.949 0.604 -0.003
C -2.810 -1.671 1.635 -0.004
C -2.581 -1.298 2.951 0.004
C -1.787 -0.192 3.220 -0.002
C -1.167 0.529 2.203 -0.008
C -0.314 1.727 2.540 0.002
H -3.708 4.896 2.846 0.000
H -2.196 4.137 2.341 0.000
H -3.644 3.161 2.578 0.000
H -4.903 6.039 1.190 0.000
H -5.520 6.452 -1.160 0.000
H -4.648 4.959 -2.940 0.000
H -3.190 3.064 -2.344 0.000
H -2.606 1.922 0.951 0.000
H -1.146 3.710 -1.469 0.001
H 1.919 0.005 -3.963 0.011
H 2.543 1.861 -5.476 -0.001
H 1.669 4.130 -5.051 0.000
H 0.488 5.689 -3.749 0.000
H 0.263 5.312 -2.045 0.000
H -1.051 5.049 -3.195 0.000
H -2.430 -1.209 -0.424 0.004
H -3.457 -2.509 1.407 0.000
H -3.039 -1.848 3.763 0.000
H -1.647 0.131 4.246 0.000
H -0.464 2.018 3.579 0.000
H -0.541 2.589 1.910 -0.001
H 0.744 1.509 2.410 -0.001
C 2.715 2.926 -0.240 0.004
O 2.021 1.686 -0.138 -0.006
H 3.736 2.843 0.136 0.001
H 2.193 3.710 0.308 0.001
H 2.745 3.195 -1.297 0.000
H 2.158 1.242 0.714 -0.003
C 2.157 -2.395 5.430 0.000
C 1.691 -3.610 4.639 0.000
C 0.169 -3.670 4.543 -0.002
C 2.330 -3.694 3.261 0.000
N 1.996 -2.556 2.383 0.002
C 1.036 -2.459 1.476 0.015
N 1.086 -1.261 0.943 -0.003
N 2.103 -0.619 1.571 0.006
N 2.649 -1.384 2.446 0.000
H 1.755 -2.438 6.443 0.000
H 1.811 -1.462 4.973 0.000
H 3.246 -2.347 5.500 0.000
H 2.043 -4.513 5.147 0.000
H -0.222 -2.833 3.958 0.001
H -0.278 -3.607 5.536 0.000
H -0.173 -4.600 4.082 0.000
H 1.988 -4.589 2.740 0.000
H 3.415 -3.721 3.323 0.000
H 0.349 -3.252 1.216 0.000
```

Calculated values
- Net charge: +1
- LUMO level (spin up / spin down): -3.48 / -6.59 eV
- 2S+1: 6
- HOMO-LUMO gap (spin up / spin down): 5.48 / 2.81 eV
- Relative energy (zero: lowest compared OMol25 entry of this formula, charge and spin): 1.907 eV

---

| no. | M (g/mol) | energy (eV) |
| --- | --- | --- |
| 1 | 892.358 | -103849.1511 |
| 2 | 143.933 | -33279.9010 |
| 3 | 913.230 | -106557.9811 |
| 4 | 818.764 | -101799.4380 |